No. 1
# C21H27ClN2O5

The molecule C21H27ClN2O5 (ωB97M-V/def2-TZVPD, the OMol25 dataset).

Last column: natural (NBO) charge in e.
Element x y z (Å)
H1 -4.72 -1.95 -3.36  0.20
H2 -2.14 -5.57 2.41  0.18
H3 -0.06 -0.16 -3.86  0.22
H4 -3.20 -2.63 1.92  0.19
H5 -4.87 -0.74 -7.12  0.23
H6 -7.69 -4.29 -3.62  0.21
C1 -2.87 -0.24 -6.51  0.05
H7 -0.39 -2.66 -0.59  0.19
H8 -2.25 -1.12 0.23  0.20
H9 -3.61 -1.94 -5.46  0.24
H10 -4.63 -4.35 -3.58  0.27
C2 -1.85 -1.17 -4.53  -0.13
H11 -1.58 -3.70 -1.29  0.24
H12 -3.68 -0.76 -8.44  0.22
H13 -3.47 -6.76 0.62  0.20
H14 -5.94 -6.28 1.91  0.38
H15 -1.20 2.16 -9.40  0.20
O1 -2.78 -4.35 0.87  -0.56
C3 -3.95 -6.34 1.51  -0.22
C4 -2.43 -2.17 -0.03  -0.42
H16 -3.97 -7.14 2.25  0.21
O2 -5.76 -3.78 1.56  -0.53
C5 -2.45 -3.02 1.23  -0.06
H17 -0.07 1.22 -8.42  0.18
N1 -5.34 -6.00 1.14  -0.69
C6 -0.86 -0.20 -4.59  -0.21
H18 -6.66 -5.57 -4.25  0.22
C7 -1.89 -2.22 -3.44  0.67
H19 -3.60 -4.63 2.77  0.19
H20 -5.88 -4.18 -6.04  0.17
Cl1 0.36 1.96 -5.63  0.01
H21 -1.48 0.43 -9.15  0.17
H22 -3.42 -2.21 -0.49  0.22
H23 -4.28 0.77 -7.79  0.23
C8 -5.66 -2.47 -3.56  -0.04
C9 -6.73 -4.50 -4.08  -0.41
N2 -1.36 -1.86 -2.26  -0.60
H24 -0.96 -0.93 -2.19  0.39
C10 -5.59 -3.96 -3.23  -0.38
C11 -1.39 -2.66 -1.05  -0.23
C12 -6.56 -3.68 -5.35  -0.07
C13 -1.87 0.74 -6.56  0.25
C14 -2.84 -1.19 -5.50  -0.19
C15 -3.99 -0.25 -7.52  -0.66
H25 -6.46 -1.97 -3.00  0.17
H26 -1.47 -2.99 1.73  0.16
O3 -1.90 1.69 -7.55  -0.52
O4 -5.97 -2.43 -4.94  -0.55
C16 -5.69 -4.25 -1.81  0.19
C17 -5.76 -4.49 -0.65  -0.19
O5 -2.44 -3.30 -3.62  -0.64
C18 -3.08 -5.19 1.98  -0.09
C19 -5.71 -4.71 0.78  0.65
C20 -1.12 1.35 -8.68  -0.25
H27 -7.53 -3.51 -5.84  0.18
C21 -0.88 0.75 -5.60  -0.08

HOMO = -0.3350 hartree
gap between HOMO and LUMO = 0.356 hartree
SMILES = COc1c(C)cc(C(=O)NCCCOCCNC(=O)C#C[C@H]2CCOC2)cc1Cl

No. 2
# C21H27ClN2O5

The molecule C21H27ClN2O5 (ωB97M-V/def2-TZVPD, the OMol25 dataset).

Last column: natural (NBO) charge in e.
Element x y z (Å)
C1 -5.50 -3.35 1.86  -0.24
H1 -0.57 -0.81 -8.87  0.22
H2 -4.34 -1.86 2.94  0.17
H3 -2.10 -0.75 -5.97  0.24
H4 0.16 -1.59 -2.29  0.40
N1 -0.84 -1.49 -2.26  -0.60
O1 -2.67 -0.99 -3.47  -0.64
H5 -1.67 -1.81 1.78  0.16
H6 -5.82 -3.95 2.71  0.21
H7 -2.75 -0.42 1.84  0.18
H8 -2.41 -2.57 -1.30  0.23
H9 -6.88 -4.51 -3.54  0.21
C2 -2.46 -1.28 1.24  -0.05
C3 -6.68 -1.67 0.39  0.62
C4 -5.48 -4.43 -5.18  -0.06
C5 -0.88 0.03 -8.25  -0.65
H10 -4.18 -3.11 -3.18  0.25
C6 -1.07 -0.49 -5.79  -0.19
H11 -5.33 -4.06 1.05  0.22
Cl1 3.22 0.68 -5.01  0.02
H12 -0.88 -2.65 -0.52  0.19
C7 -5.80 -4.44 -3.69  -0.41
C8 -1.45 -1.03 -3.36  0.67
H13 -0.55 0.95 -8.74  0.23
C9 -0.27 -0.07 -6.86  0.05
H14 -5.34 -5.27 -3.17  0.22
O2 -5.54 -3.05 -5.55  -0.54
H15 -1.10 -0.13 0.03  0.21
C10 1.07 0.28 -6.64  0.24
C11 0.79 -0.20 -4.28  -0.22
H16 -2.72 -0.22 -0.61  0.23
C12 -5.69 -2.20 -4.40  -0.05
O3 -7.13 -0.53 0.47  -0.59
H17 -3.47 -3.37 2.65  0.17
H18 3.21 0.10 -9.11  0.20
C13 -0.55 -0.57 -4.49  -0.13
C14 2.64 -0.31 -8.27  -0.25
H19 -6.74 -1.90 -4.32  0.17
H20 -1.97 0.08 -8.22  0.22
H21 2.03 -1.13 -8.66  0.17
H22 1.22 -0.21 -3.29  0.22
H23 3.37 -0.72 -7.56  0.18
O4 -3.58 -2.13 1.02  -0.55
C15 -4.16 -2.65 2.20  -0.07
H24 -7.04 -1.96 2.26  0.40
C16 -5.27 -3.09 -3.24  -0.36
O5 1.85 0.71 -7.69  -0.52
C17 -1.94 -0.81 -0.13  -0.42
C18 -1.53 -1.96 -1.06  -0.22
C19 1.59 0.22 -5.34  -0.07
H25 -6.21 -5.02 -5.74  0.18
N2 -6.59 -2.43 1.49  -0.60
C20 -5.77 -2.65 -1.93  0.18
H26 -4.47 -4.80 -5.34  0.17
H27 -5.08 -1.30 -4.48  0.22
C21 -6.20 -2.25 -0.85  -0.19

HOMO = -0.3392 hartree
gap between HOMO and LUMO = 0.359 hartree
SMILES = COc1c(C)cc(C(=O)NCCCOCCNC(=O)C#C[C@H]2CCOC2)cc1Cl

No. 3
# C21H27F2NO2S

A 3-piece molecular cluster, C21H27F2NO2S overall (ωB97M-V/def2-TZVPD, the OMol25 dataset).

Last column: natural (NBO) charge in e.
Element x y z (Å)
C1 0.98 6.45 -1.26  -0.19
C2 1.21 -4.03 2.71  0.82
H1 -2.19 4.81 -2.76  0.23
H2 -1.60 -1.49 -0.14  0.22
N1 4.52 -2.92 1.02  -0.63
H3 -2.06 2.24 -3.44  0.23
F1 -2.14 7.40 -2.84  -0.32
H4 1.64 4.44 -0.86  0.22
H5 0.05 8.32 -1.79  0.23
H6 -4.93 0.99 0.41  0.22
C3 -2.92 1.13 -0.35  -0.29
H7 5.77 -1.24 0.59  0.20
C4 -4.88 1.73 -1.61  -0.23
F2 -0.80 1.36 -1.35  -0.33
H8 -2.21 -3.26 0.06  0.22
H9 2.93 -5.24 2.14  0.25
C5 -1.80 -2.13 1.98  -0.52
H10 0.18 -2.92 -0.98  0.22
H11 1.86 6.91 -0.83  0.22
H12 3.80 -3.06 3.04  0.22
C6 -1.30 5.26 -2.34  -0.29
C7 -4.30 1.26 -0.44  -0.18
H13 0.08 -1.01 3.52  0.17
H14 2.33 -5.68 0.04  0.23
H15 2.72 -2.02 1.92  0.18
H16 -5.96 1.83 -1.68  0.22
C8 0.03 -2.97 0.17  -0.45
O1 1.20 -3.46 3.83  -0.57
H17 -4.54 2.45 -3.61  0.22
H18 4.76 -1.13 2.19  0.18
C9 -2.70 1.96 -2.61  -0.30
H19 -0.13 -5.28 -0.10  0.22
S1 -0.87 -0.61 2.57  -0.12
H20 -2.91 -1.82 2.01  0.22
H21 -0.38 3.39 -1.84  0.23
H22 2.15 -3.88 -0.59  0.22
C10 -2.13 1.48 -1.44  0.39
C11 3.37 -2.97 1.97  -0.23
O2 0.12 -4.65 2.01  -0.54
H23 -1.71 -3.02 2.70  0.25
C12 -1.16 6.64 -2.33  0.40
C13 -1.47 -2.48 0.45  -0.42
C14 1.93 -4.62 0.25  -0.43
H24 -2.45 0.75 0.55  0.24
C15 -0.28 4.46 -1.82  -0.19
C16 0.85 5.06 -1.27  -0.23
C17 -0.03 7.24 -1.79  -0.29
C18 5.41 -1.79 1.52  -0.43
H25 0.79 -2.23 0.61  0.22
C19 2.47 -4.28 1.73  -0.34
H26 4.16 -2.64 0.08  0.35
C20 0.33 -4.49 0.59  0.08
C21 -4.08 2.08 -2.70  -0.19
H27 6.27 -2.28 2.11  0.21

HOMO = -0.3319 hartree
gap between HOMO and LUMO = 0.354 hartree
SMILES = CNC[C@@H]1C[C@H](CCCS)OC1=O.Fc1ccccc1.Fc1ccccc1

No. 4
# C21H27F9N4O2S

A 2-piece molecular cluster, C21H27F9N4O2S overall (ωB97M-V/def2-TZVPD, the OMol25 dataset).

Last column: Löwdin charge in e.
Element x y z (Å)
H1 5.79 3.85 2.24  0.14
C1 -2.98 3.87 -0.70  0.08
H2 -1.02 0.54 -0.86  0.13
H3 -7.21 2.69 -0.59  0.12
C2 4.28 4.57 0.68  -0.13
H4 1.08 -6.19 -0.35  0.06
C3 4.69 3.53 1.92  -0.16
H5 -5.14 -2.14 -0.44  0.11
H6 5.74 1.50 1.98  0.14
C4 -6.11 -1.58 -0.85  -0.02
H7 -0.55 4.19 1.96  0.13
H8 -7.09 -2.18 -0.59  0.12
F1 2.67 -2.38 -0.85  -0.17
C5 -3.47 0.78 -1.18  0.10
H9 0.87 2.70 -2.56  0.13
H10 -2.84 5.03 -0.55  0.13
C6 1.13 -9.44 -1.17  -0.01
C7 1.07 3.15 -1.49  0.08
C8 4.80 1.95 1.42  -0.17
F2 2.97 0.52 -0.47  -0.03
F3 2.20 -1.36 2.87  0.02
C9 0.23 4.01 1.10  0.07
N1 2.83 4.19 0.32  -0.09
F4 0.89 -3.25 1.98  -0.19
C10 3.30 -0.20 0.81  -0.20
H11 1.33 -7.57 0.68  0.10
H12 5.02 1.85 0.27  0.12
F5 0.82 -0.35 1.21  0.00
H13 -5.36 3.93 -1.00  0.13
N2 1.15 -7.19 -0.24  0.15
F6 1.57 -4.35 -0.09  -0.18
C11 -0.11 3.34 -0.36  -0.08
H14 0.20 -9.91 -1.49  0.09
C12 3.51 1.03 1.93  -0.07
H15 2.51 1.64 1.91  0.12
C13 2.59 3.62 -1.06  0.08
H16 4.02 3.66 2.87  0.11
O1 0.80 -7.43 -2.45  0.02
C14 -6.16 -0.01 -0.33  -0.26
H17 4.40 5.69 0.98  0.15
N3 -5.90 1.05 -1.42  -0.14
C15 1.01 -7.95 -1.36  -0.60
H18 2.11 4.92 2.41  0.15
N4 -4.72 1.70 -1.20  -0.07
H19 3.81 0.63 2.99  0.15
C16 2.08 -1.12 1.38  -0.23
H20 4.98 4.25 -0.22  0.15
H21 -8.07 1.17 -1.32  0.15
F7 0.40 -2.26 -0.14  -0.23
H22 -7.20 2.49 -2.48  0.14
O2 -6.44 0.28 0.94  0.04
F8 4.63 -0.89 0.76  0.02
C17 -1.67 2.88 -0.64  -0.10
C18 -4.47 3.17 -0.97  0.10
C19 1.79 4.43 1.39  0.06
H23 -6.01 -1.58 -2.02  0.10
C20 -1.94 1.28 -0.89  0.07
H24 3.45 3.49 -1.84  0.16
H25 1.32 -9.70 -0.13  0.07
S1 1.89 -2.81 0.60  1.10
H26 -3.61 -0.38 -1.39  0.15
F9 3.30 -3.45 1.33  -0.15
H27 1.96 -9.81 -1.78  0.09
C21 -7.13 1.89 -1.45  -0.07

HOMO = -0.4490 hartree
gap between HOMO and LUMO = 0.159 hartree
charge = +2

No. 5
# C21H27FN6O3

The molecule C21H27FN6O3 (ωB97M-V/def2-TZVPD, the OMol25 dataset).

Last column: natural (NBO) charge in e.
Element x y z (Å)
N1 3.51 -1.22 -0.31  -0.61
H1 0.46 5.49 -1.03  0.21
C1 1.60 -5.72 -1.11  -0.39
H2 0.98 -6.45 -0.59  0.21
H3 0.99 5.92 0.60  0.20
O1 -2.38 6.58 0.82  -0.64
C2 2.63 1.09 -0.16  -0.22
F1 -3.17 -2.61 -3.04  -0.33
H4 3.63 -3.66 -1.05  0.22
C3 0.39 1.72 0.52  0.59
N2 -2.97 4.47 1.41  -0.45
H5 -3.53 0.75 -0.07  0.23
H6 1.04 -5.35 -1.97  0.19
C4 -0.56 3.62 0.59  0.39
H7 2.87 2.09 0.22  0.23
H8 2.62 -7.28 -2.19  0.21
H9 1.16 -0.16 0.68  0.43
H10 -0.65 -0.36 2.03  0.21
H11 -0.35 6.83 -0.16  0.25
O2 1.82 -1.98 0.97  -0.67
C5 -2.76 3.09 1.56  0.65
C6 2.87 -6.41 -1.59  -0.61
H12 3.44 -0.11 1.43  0.22
C7 3.63 0.06 0.37  -0.24
C8 2.59 -2.15 0.05  0.70
H13 -4.75 5.48 0.98  0.21
C9 -1.88 -0.57 0.28  -0.07
H14 -4.30 -0.48 -2.09  0.23
C10 -1.64 -2.40 -1.26  -0.31
H15 2.10 -3.13 -1.75  0.23
O3 -3.63 2.36 2.02  -0.65
C11 -3.00 -0.13 -0.42  -0.17
H16 -4.10 5.76 2.60  0.21
N3 -0.85 4.94 0.48  -0.41
C12 -1.21 -1.71 -0.15  -0.15
C13 -4.25 5.01 1.83  -0.42
H17 3.47 -6.73 -0.74  0.20
H18 4.05 -1.36 -1.14  0.40
C14 -2.75 -1.94 -1.95  0.40
N4 -0.83 1.48 1.07  -0.33
N5 0.59 3.00 0.22  -0.57
H19 4.65 0.42 0.23  0.21
H20 0.92 -4.19 0.24  0.22
C15 -1.40 0.21 1.47  -0.25
H21 -0.35 -2.06 0.40  0.22
C16 -1.47 2.71 1.11  -0.12
H22 3.47 -5.74 -2.20  0.20
H23 -4.84 4.18 2.21  0.24
C17 0.13 5.86 -0.06  -0.41
C18 -2.08 5.40 0.90  0.79
H24 -2.24 0.45 2.13  0.26
H25 2.67 1.12 -1.25  0.19
H26 -1.14 -3.29 -1.60  0.22
H27 2.46 -4.91 0.70  0.20
C19 2.60 -3.39 -0.82  -0.50
C20 -3.44 -0.81 -1.54  -0.28
C21 1.87 -4.56 -0.15  -0.39
N6 1.29 0.75 0.26  -0.62

HOMO = -0.2769 hartree
gap between HOMO and LUMO = 0.292 hartree
SMILES = CCCCC(=O)NCCNc1nc2c(c(=O)n(C)c(=O)n2C)n1Cc1ccc(F)cc1

No. 6
# C21H27IN4O4PtS

C21H27IN4O4PtS as an isolated structure (ωB97M-V/def2-TZVPD, the OMol25 dataset).

Last column: natural (NBO) charge in e.
Element x y z (Å)
C1 3.67 1.00 0.78  -0.02
N1 -2.67 -3.00 -0.42  -0.43
C2 -2.77 1.55 0.33  -0.01
H1 1.83 6.07 -1.59  0.21
C3 -3.10 -4.14 0.32  -0.22
N2 -1.45 1.31 0.47  -0.50
H2 -4.09 3.27 0.74  0.23
H3 -1.70 4.35 1.72  0.22
C4 0.52 2.50 1.04  0.15
H4 -2.28 -2.78 -2.42  0.22
H5 -4.71 -5.55 0.37  0.22
Pt1 0.06 0.20 -0.50  1.22
C5 -1.89 3.40 1.21  -0.19
N3 1.25 1.57 0.45  -0.59
H6 -5.09 -4.06 1.10  0.21
C6 2.65 1.83 0.22  0.19
H7 -2.84 -3.94 1.41  0.24
H8 1.07 3.28 1.64  0.22
S1 0.63 -2.11 1.38  2.54
H9 1.63 5.77 0.12  0.20
O1 1.42 -2.17 0.16  -0.96
O2 0.20 -0.69 1.61  -1.00
H10 4.56 3.86 -1.87  0.20
C7 -4.23 -3.75 -2.13  -0.41
H11 -3.65 -1.78 -1.78  0.19
C8 4.28 3.04 -1.13  -0.15
H12 3.35 -2.19 1.98  0.24
C9 2.19 5.43 -0.78  -0.60
H13 -2.53 -5.04 0.01  0.19
C10 4.96 1.23 0.30  -0.21
H14 6.32 2.27 -1.06  0.22
N4 -1.23 -1.19 -0.69  -0.53
H15 4.00 -1.52 0.49  0.22
C11 1.96 3.93 -1.23  -0.43
H16 -3.38 0.76 -0.02  0.21
C12 -0.86 2.41 1.07  -0.05
H17 0.95 3.63 -1.00  0.22
C13 5.27 2.18 -0.67  -0.23
O3 -0.83 -2.80 1.01  -0.70
H18 4.06 0.38 2.76  0.22
H19 -3.70 -4.66 -2.43  0.21
C14 -5.31 -3.95 -1.11  -0.40
I1 0.23 0.50 -2.95  0.00
O4 1.04 -2.77 2.59  -0.90
H20 2.46 -0.04 2.21  0.24
H21 2.11 3.93 -2.31  0.22
C15 4.05 -1.43 1.57  -0.62
C16 3.51 -0.02 1.89  -0.45
C17 -4.58 -4.47 0.18  -0.42
H22 -6.07 -4.69 -1.41  0.23
H23 -5.76 -2.99 -0.97  0.20
C18 2.95 2.90 -0.69  -0.07
H24 5.75 0.58 0.74  0.21
H25 3.21 5.70 -0.60  0.21
H26 5.03 -1.64 1.98  0.20
H27 -4.64 -3.28 -3.09  0.22
C19 -3.08 2.81 0.83  -0.32
C20 -3.16 -2.74 -1.75  -0.21
C21 -1.57 -2.28 -0.07  0.69

2S+1 = 5
HOMO (spin up / spin down) = -0.2513 / -0.3014 hartree
gap between HOMO and LUMO (spin up / spin down) = 0.255 / 0.171 hartree

No. 7
# C21H27N2O

A 2-piece molecular cluster, C21H27N2O overall (ωB97M-V/def2-TZVPD, the OMol25 dataset).

Last column: natural (NBO) charge in e.
Element x y z (Å)
H1 -2.60 2.29 1.06  0.23
C1 -2.26 -3.49 1.55  -0.42
C2 0.13 0.74 0.60  0.09
H2 5.54 -2.64 1.37  0.19
H3 -2.66 1.79 -3.49  0.22
H4 2.54 0.31 -3.20  0.21
H5 -3.44 2.36 -2.00  0.22
H6 0.10 2.85 -2.18  0.38
C3 -4.37 -1.22 1.38  -0.24
C4 -2.49 2.33 -2.55  -0.62
H7 2.02 2.24 1.72  0.23
C5 -4.50 1.21 1.18  -0.20
H8 -6.21 -0.08 1.41  0.24
C6 2.41 1.27 1.38  -0.12
N1 -2.02 -2.09 1.25  -0.30
C7 -5.13 -0.03 1.33  -0.18
C8 1.66 0.94 -3.39  -0.62
H9 -3.33 -3.70 1.50  0.23
H10 1.39 -1.59 -0.22  0.20
C9 2.04 -0.88 0.30  -0.08
C10 -0.79 -1.54 1.09  0.14
C11 -2.35 0.15 1.07  -0.10
C12 -3.00 -1.09 1.23  0.19
C13 -1.48 1.63 -1.66  -0.20
H11 1.11 0.49 -4.23  0.21
H12 -1.63 0.54 -1.67  0.19
H13 1.63 1.05 -1.33  0.17
H14 7.12 -1.78 1.35  0.22
H15 -0.07 1.81 0.54  0.25
C14 6.10 -1.79 0.95  -0.26
C15 -0.91 -0.14 0.91  -0.13
H16 -1.73 -4.14 0.83  0.23
H17 -1.72 1.95 -0.64  0.16
H18 -2.20 3.36 -2.77  0.21
C16 4.22 -0.31 1.16  0.37
C17 0.87 0.92 -2.10  -0.20
H19 2.01 1.94 -3.66  0.21
O1 5.55 -0.52 1.36  -0.47
H20 -5.10 2.12 1.12  0.23
H21 0.41 -0.06 -1.94  0.18
C18 3.37 -1.22 0.48  -0.33
H22 0.09 -2.17 1.12  0.24
C19 3.73 0.95 1.59  -0.26
C20 1.52 0.35 0.78  -0.21
C21 -3.10 1.32 1.10  -0.17
H23 6.13 -1.87 -0.14  0.19
H24 3.76 -2.17 0.10  0.24
H25 4.42 1.64 2.07  0.25
H26 -1.87 -3.74 2.55  0.23
H27 -4.82 -2.20 1.54  0.23
N2 -0.08 1.94 -1.76  -0.65

HOMO = -0.3967 hartree
gap between HOMO and LUMO = 0.226 hartree
charge = +1

No. 8
# C21H27N3O4

The molecule C21H27N3O4 (ωB97M-V/def2-TZVPD, the OMol25 dataset).

Last column: natural (NBO) charge in e.
Element x y z (Å)
N1 -2.86 0.38 0.69  -0.43
C1 1.60 1.27 -0.44  0.07
C2 4.26 0.94 0.34  0.38
C3 -0.77 -2.64 0.92  -0.29
H1 -1.22 1.39 1.52  0.20
H2 5.81 -1.14 1.18  0.17
N2 -1.82 2.12 -1.32  -0.63
C4 -1.26 -1.37 1.15  -0.21
H3 -2.34 3.44 1.46  0.24
H4 -4.94 0.68 0.68  0.19
N3 0.27 1.35 -0.85  -0.63
H5 7.27 -0.14 0.97  0.20
H6 1.00 -4.81 0.34  0.16
C5 -2.53 -3.04 -0.64  -0.23
C6 -3.03 -1.77 -0.41  -0.26
H7 -2.44 0.87 2.69  0.19
H8 0.11 -2.95 1.47  0.22
H9 -0.20 -5.33 1.56  0.18
H10 2.35 -2.65 -0.32  0.17
C7 -2.30 1.27 1.68  -0.22
H11 -2.61 3.95 -0.86  0.23
C8 -3.79 2.45 0.17  -0.23
C9 2.23 0.02 -0.59  0.36
C10 6.26 -0.33 0.59  -0.25
C11 2.31 2.33 0.11  -0.21
H12 1.20 -2.88 -1.66  0.21
H13 -4.73 3.02 0.18  0.22
C12 0.05 -5.33 0.49  -0.25
H14 -0.74 -0.74 1.85  0.21
O1 -0.98 -4.77 -0.28  -0.50
C13 3.62 2.16 0.50  -0.30
O2 -0.33 3.49 -0.28  -0.67
O3 5.56 0.88 0.75  -0.51
H15 4.04 -1.09 -0.33  0.22
C14 -1.39 -3.49 0.02  0.25
H16 -4.19 0.60 -0.93  0.19
H17 4.18 2.98 0.92  0.22
H18 -3.61 2.94 -1.93  0.19
H19 2.84 -2.26 -1.99  0.18
C15 -0.60 2.41 -0.76  0.80
O4 1.46 -0.97 -1.13  -0.53
C16 -2.97 2.94 -1.05  -0.22
C17 -2.40 -0.90 0.48  0.15
H20 6.32 -0.64 -0.46  0.17
H21 -3.92 -1.48 -0.93  0.21
H22 1.81 3.28 0.23  0.26
C18 3.55 -0.14 -0.20  -0.43
H23 -2.00 1.16 -1.56  0.39
C19 2.00 -2.25 -1.28  -0.25
C20 -4.05 0.94 0.10  -0.21
H24 0.14 -6.36 0.15  0.20
H25 -3.02 -3.70 -1.33  0.22
C21 -3.03 2.60 1.49  -0.41
H26 -0.08 0.48 -1.23  0.42
H27 -3.74 2.77 2.31  0.21

HOMO = -0.2639 hartree
gap between HOMO and LUMO = 0.286 hartree
SMILES = COc1ccc(N2CC[C@@H](CNC(=O)Nc3ccc(OC)cc3OC)C2)cc1

no.,largest force on an atom (eV/Å)
1,2.53
2,2.12
3,5.70
4,9.06
5,1.36
6,4.34
7,2.72
8,0.65